No. 1
7
Properties=species:S:1:pos:R:3:forces:R:3 method="wB97M-V/def2-TZVPD" spin_multiplicity=1 e_homo_ev=-10.437 e_lumo_ev=0.933 smiles=c1conn1 charge=0
C -0.506 -0.637 0.001 2.46 -1.30 3.91
C 0.051 0.263 -0.743 -4.71 1.53 -4.96
O 0.858 0.880 -0.072 7.21 6.17 2.11
N 1.041 0.351 1.247 -0.46 -0.37 -1.95
N 0.258 -0.583 1.239 -2.57 -1.75 0.04
H -1.352 -1.154 -0.031 -2.93 -2.43 -0.40
H -0.350 0.880 -1.641 1.00 -1.86 1.24



No. 2
214
Properties=species:S:1:pos:R:3:forces:R:3 method="wB97M-V/def2-TZVPD" spin_multiplicity=1 e_homo_ev=-8.142 e_lumo_ev=0.299 charge=0
C -3.211 -3.125 3.033 -0.35 -0.48 0.94
C -2.738 -1.852 2.371 -0.29 -0.48 -0.76
O -1.357 -1.948 2.245 1.13 0.06 -0.69
O -2.614 -4.332 2.513 0.41 0.99 0.11
H -4.282 -3.185 2.921 -0.43 -0.35 -0.31
H -3.074 -3.093 4.134 0.42 0.06 -0.51
H -3.013 -1.019 2.999 -0.19 0.46 0.34
H -3.235 -1.687 1.387 0.29 -0.29 0.38
H -1.057 -1.645 1.345 -0.30 0.32 0.60
H -1.671 -4.105 2.370 -0.52 -0.06 0.07
C 0.594 1.945 -5.866 0.23 0.22 -0.36
C 0.711 0.662 -5.150 -0.89 -1.05 0.27
O 0.093 0.765 -3.874 -0.07 -0.38 -0.10
O -0.737 2.286 -6.208 0.02 -0.01 -0.11
H 1.166 1.784 -6.787 -0.17 0.64 -0.10
H 1.077 2.698 -5.226 -0.09 0.22 -0.36
H 1.732 0.375 -5.049 1.18 0.13 0.40
H 0.317 -0.166 -5.763 -0.48 0.28 0.21
H -0.720 0.222 -3.911 0.02 0.04 0.21
H -1.304 2.384 -5.423 0.24 -0.02 -0.08
C -2.023 -1.933 -4.859 -0.44 0.55 0.14
C -2.796 -1.735 -6.131 0.48 -0.55 -0.99
O -2.084 -0.935 -7.069 -0.39 0.24 0.37
O -2.089 -0.821 -3.972 0.11 0.14 0.04
H -0.972 -1.971 -5.130 0.12 -0.68 0.05
H -2.398 -2.835 -4.370 0.28 -0.05 0.19
H -3.798 -1.355 -5.966 -0.30 0.20 0.24
H -2.908 -2.702 -6.630 -0.03 -0.03 0.17
H -2.145 -0.036 -6.733 0.32 0.35 -0.24
H -2.936 -0.343 -3.969 -0.07 -0.19 0.07
C -2.916 6.021 0.042 -0.89 -0.30 -1.63
C -1.624 5.495 0.559 1.01 -0.52 1.11
O -1.558 5.499 1.997 0.91 1.07 -0.82
O -2.950 6.004 -1.424 -0.88 -0.11 1.35
H -3.055 7.040 0.393 -0.13 0.15 0.08
H -3.785 5.398 0.392 0.74 0.50 -0.26
H -0.787 6.148 0.265 -0.27 -0.28 -0.17
H -1.429 4.465 0.224 -0.05 0.27 -0.29
H -2.260 4.986 2.350 -1.02 -0.79 0.43
H -2.066 5.975 -1.824 0.70 0.00 0.14
C -4.185 2.055 -2.577 0.31 -0.87 -0.97
C -3.018 2.866 -3.073 -1.07 -0.82 -1.17
O -3.044 2.819 -4.523 -0.73 0.45 -0.44
O -4.137 0.661 -3.006 0.43 1.62 0.06
H -5.056 2.479 -3.017 -0.94 0.46 -0.66
H -4.355 2.220 -1.540 0.25 -0.50 1.19
H -2.047 2.417 -2.829 -0.33 0.46 0.22
H -3.236 3.873 -2.706 0.80 0.15 0.08
H -3.934 3.063 -4.906 1.43 -0.31 0.94
H -4.481 0.139 -2.301 -0.44 -0.85 0.72
C -5.169 -4.124 -1.564 1.01 1.01 2.28
C -4.131 -4.826 -0.629 -0.27 0.43 -1.68
O -4.498 -4.654 0.712 -0.35 -0.21 -0.19
O -5.140 -2.697 -1.286 0.11 -0.33 -0.72
H -6.159 -4.465 -1.268 -0.15 -0.41 -0.35
H -4.931 -4.311 -2.603 -0.07 0.10 -0.22
H -3.119 -4.343 -0.747 -0.86 -0.82 -0.49
H -4.199 -5.870 -1.017 0.65 0.20 0.73
H -3.684 -4.750 1.245 -0.25 0.12 0.18
H -4.965 -2.639 -0.342 -0.08 -0.05 0.21
C -0.141 -7.661 -2.324 -0.88 -0.50 0.45
C -1.244 -6.758 -2.926 0.64 -0.13 -1.34
N -2.027 -7.508 -3.918 -0.81 -0.58 1.15
C -3.374 -7.906 -3.499 0.85 -0.79 0.27
C -3.788 -9.224 -4.201 0.83 0.39 3.15
C -1.865 -7.104 -5.285 0.16 0.00 0.62
C -2.539 -5.819 -5.603 -1.20 1.81 1.84
H 0.531 -7.204 -1.573 -0.32 0.02 -0.54
H 0.406 -8.151 -3.123 0.38 0.32 -0.17
H -0.643 -8.526 -1.832 0.16 0.64 -0.07
H -1.871 -6.318 -2.177 -0.47 0.06 0.66
H -0.870 -5.891 -3.492 0.58 -0.14 0.48
H -3.307 -7.967 -2.398 -0.24 -0.49 -0.41
H -4.191 -7.211 -3.678 -0.03 0.75 -0.27
H -4.784 -9.469 -3.837 -0.06 -0.36 -0.46
H -3.707 -9.051 -5.214 -0.46 0.15 -2.30
H -3.049 -10.002 -3.962 -0.39 0.05 0.10
H -2.184 -7.873 -5.948 -0.43 -0.78 -0.50
H -0.809 -7.045 -5.438 0.84 0.28 -0.33
H -2.432 -5.526 -6.620 0.05 0.30 -0.93
H -2.108 -5.001 -4.944 -0.37 -0.76 -0.86
H -3.641 -5.823 -5.328 1.17 -0.20 -0.52
C 1.294 -4.626 2.073 0.47 -0.06 -0.62
C 2.623 -4.282 2.691 0.93 -1.40 -0.31
N 2.614 -4.262 4.123 -1.41 -0.73 0.58
C 3.810 -3.782 4.663 2.93 1.51 0.60
C 4.127 -2.317 4.163 -1.24 -1.53 0.27
C 2.117 -5.456 4.824 -0.62 0.05 -1.99
C 1.444 -5.105 6.094 1.54 1.43 1.02
H 1.420 -4.530 0.977 -0.38 -0.34 0.46
H 0.589 -3.897 2.411 -0.71 0.59 0.12
H 0.930 -5.610 2.380 0.11 0.07 -0.51
H 3.434 -4.959 2.274 -0.55 0.22 0.37
H 2.934 -3.306 2.393 -0.03 0.69 -0.48
H 4.734 -4.376 4.384 -0.75 -0.11 0.25
H 3.781 -3.757 5.778 -0.15 -0.10 -0.83
H 3.121 -1.936 3.995 0.06 0.88 0.42
H 4.587 -2.297 3.189 0.56 -0.09 -0.23
H 4.721 -1.794 4.894 0.01 0.40 0.09
H 1.390 -5.945 4.151 0.23 0.21 0.41
H 2.892 -6.175 4.944 1.01 -0.79 0.28
H 1.014 -5.912 6.627 -1.03 -0.74 0.13
H 2.151 -4.686 6.817 0.42 -0.24 0.00
H 0.878 -4.221 5.906 -1.43 0.15 -0.08
C 0.271 3.621 -2.180 0.46 -1.09 -0.17
C 0.644 5.051 -2.248 0.49 0.57 -0.52
N -0.375 5.942 -2.760 -0.57 1.47 -0.53
C -0.796 5.699 -4.180 0.10 -0.97 1.04
C 0.318 5.847 -5.220 0.18 0.32 -0.03
C 0.143 7.327 -2.597 0.80 0.15 0.45
C -0.771 8.443 -3.115 0.16 0.03 -0.54
H -0.663 3.422 -1.659 0.12 0.20 0.36
H 1.122 3.147 -1.687 -0.27 -0.38 0.32
H 0.204 3.094 -3.119 -0.09 0.08 -0.52
H 0.877 5.332 -1.223 -0.02 0.49 0.11
H 1.592 5.197 -2.823 -0.36 -0.27 0.33
H -1.246 4.688 -4.217 0.52 0.30 0.03
H -1.670 6.333 -4.387 0.49 0.08 -0.01
H 0.056 5.202 -6.057 0.11 0.26 -0.29
H 0.423 6.900 -5.527 -0.15 -0.37 -0.20
H 1.341 5.559 -4.903 -0.72 -0.12 0.18
H 1.159 7.420 -3.107 -0.98 -0.08 0.47
H 0.347 7.451 -1.502 -0.16 0.01 -0.80
H -0.927 8.258 -4.176 -0.03 0.12 -0.18
H -0.266 9.448 -3.093 -0.65 -0.98 0.49
H -1.790 8.418 -2.682 0.68 0.27 0.18
C 2.024 1.048 5.240 0.40 -1.76 -1.63
C 2.218 2.487 5.278 0.13 3.55 0.29
N 2.958 3.048 4.135 0.72 0.97 -1.30
C 3.676 4.316 4.438 -0.78 -1.16 2.11
C 4.837 4.063 5.432 0.93 -0.21 -1.02
C 2.146 3.179 2.908 -1.21 0.08 0.20
C 2.724 3.499 1.484 -0.01 0.31 1.77
H 3.019 0.676 4.923 -0.58 -0.39 0.18
H 1.278 0.729 4.482 0.48 0.05 0.45
H 1.768 0.611 6.189 -0.20 -0.07 0.42
H 1.283 3.104 5.455 0.49 -0.64 -0.12
H 2.890 2.742 6.101 -0.31 -0.20 0.28
H 4.048 4.681 3.514 0.45 0.40 -0.74
H 3.015 5.095 4.896 0.06 -0.36 -0.46
H 5.369 3.135 5.119 -0.42 0.49 0.34
H 5.582 4.861 5.342 -0.14 0.05 -0.04
H 4.615 4.012 6.497 -0.46 -0.12 -0.14
H 1.318 3.925 3.067 0.45 -0.26 0.02
H 1.642 2.222 2.881 -0.33 -0.33 -0.47
H 1.905 3.522 0.767 -0.14 -0.10 0.07
H 3.464 2.792 1.157 0.39 -0.39 -0.11
H 3.165 4.496 1.506 0.10 0.00 -0.20
C 7.271 0.421 1.809 0.77 -1.10 -1.77
C 7.276 0.758 0.275 -1.65 0.63 0.75
N 6.875 -0.326 -0.633 1.34 -0.76 -0.31
C 5.489 -0.743 -0.685 -1.18 -0.05 -0.74
C 4.467 0.306 -1.264 -0.14 -0.92 0.80
C 7.776 -1.521 -0.466 0.41 1.47 -0.42
C 8.084 -2.305 -1.707 -1.34 -0.78 -1.01
H 7.645 -0.614 1.873 0.18 0.49 0.59
H 6.299 0.431 2.258 -0.71 0.14 0.06
H 7.898 1.132 2.309 0.43 0.15 0.49
H 6.561 1.604 0.221 0.17 -0.41 -0.62
H 8.223 1.189 -0.074 0.02 -0.45 0.26
H 5.381 -1.655 -1.338 0.54 0.82 0.66
H 5.111 -1.033 0.308 0.00 -0.15 0.08
H 3.576 -0.217 -1.693 0.77 0.29 0.21
H 4.068 0.898 -0.432 0.17 0.23 -0.29
H 4.909 0.945 -2.020 0.09 0.06 -0.08
H 7.363 -2.212 0.220 -0.56 -0.70 1.23
H 8.760 -1.203 -0.065 -0.63 0.18 -0.02
H 8.443 -1.680 -2.493 0.33 0.62 -0.59
H 7.193 -2.850 -2.140 0.81 0.50 0.59
H 8.854 -3.041 -1.512 0.09 -0.26 0.17
C -1.186 -2.612 -1.239 0.01 -0.18 -1.85
C -0.096 -1.599 -1.070 1.44 -0.50 0.78
N -0.413 -0.538 -0.100 -0.03 -1.07 -0.45
C 0.805 0.002 0.485 -0.38 1.11 0.97
C 1.594 -0.882 1.456 -0.80 -0.18 -0.26
C -1.262 0.515 -0.712 -0.37 -0.44 2.46
C -1.973 1.330 0.385 0.09 0.14 -0.73
H -2.155 -2.130 -1.401 0.02 -0.19 0.03
H -1.240 -3.330 -0.453 -0.09 -0.32 0.92
H -0.946 -3.202 -2.159 -0.37 0.37 0.56
H 0.843 -2.116 -0.745 -0.83 0.21 0.23
H 0.256 -1.229 -2.018 -0.34 0.76 -0.75
H 0.438 0.870 1.022 0.29 0.32 0.40
H 1.464 0.416 -0.267 0.44 0.00 -0.61
H 0.973 -1.261 2.282 0.12 0.12 -0.30
H 2.450 -0.372 1.890 0.04 0.30 -0.10
H 1.968 -1.715 0.883 0.34 -0.56 0.07
H -0.703 1.110 -1.372 0.93 0.96 -1.00
H -2.047 0.055 -1.249 -0.63 -0.81 -0.94
H -2.728 2.031 0.010 0.52 0.25 -0.32
H -2.575 0.678 0.978 -0.16 -0.77 0.69
H -1.269 1.838 1.027 0.01 0.38 0.17
C -4.682 2.199 4.370 -1.03 1.27 0.12
C -3.744 2.361 5.592 -0.30 0.39 -1.20
N -2.601 3.243 5.374 -0.54 0.51 0.47
C -2.947 4.655 5.470 1.53 0.41 -2.23
C -1.756 5.637 5.621 -0.55 0.19 -0.15
C -1.834 2.957 4.212 1.75 -0.66 -0.67
C -1.459 1.452 4.090 0.03 0.51 0.33
H -5.228 3.173 4.260 0.18 -0.83 -0.06
H -5.449 1.403 4.510 0.65 0.50 -0.05
H -4.167 2.066 3.411 0.03 -0.30 0.36
H -4.309 2.783 6.422 0.03 -0.39 0.15
H -3.353 1.392 5.803 0.15 -0.69 0.78
H -3.449 5.004 4.523 -0.14 -0.26 0.60
H -3.605 4.766 6.267 -1.25 0.29 1.45
H -1.239 5.799 4.676 -0.11 -0.01 -0.13
H -2.150 6.625 5.943 0.26 -0.60 -0.13
H -0.999 5.307 6.317 0.03 -0.21 0.48
H -0.877 3.545 4.348 -0.93 -0.55 -0.69
H -2.298 3.232 3.213 0.10 0.12 0.90
H -2.334 0.805 4.250 0.34 0.17 -0.35
H -0.710 1.169 4.841 -0.27 0.12 -0.15
H -1.042 1.267 3.095 -0.05 -0.12 0.22



No. 3
8
Properties=species:S:1:pos:R:3:forces:R:3 method="wB97M-V/def2-TZVPD" spin_multiplicity=1 e_homo_ev="-2.177 / -2.175" e_lumo_ev="3.719 / 3.719" charge=-1
C 1.057 0.214 -0.674 -1.48 1.75 -2.34
N 1.745 -0.842 -0.187 2.35 -2.19 -1.48
O -1.686 -0.544 2.019 0.02 -0.67 0.31
O -1.729 0.732 0.005 -0.51 0.22 -0.60
O 0.537 -0.455 0.452 -1.69 1.68 2.47
S -1.619 -0.593 0.576 0.29 0.50 0.10
H 1.484 1.265 -0.713 -0.39 -0.67 0.99
H 0.209 0.224 -1.477 1.40 -0.62 0.56



What did we get for ΔE to the lowest compared entry with this formula, charge and spin? Answer: 74.4 3.5 117.3 kcal/mol, in the order shown.